(1)
The following is a DFT calculation (ωB97M-V/def2-TZVPD) of a structure of composition C25H37AgN4Si3 in a non-equilibrium geometry.

Computed properties:
- E_HOMO: -7.41 eV
- E: -2209.34673 Eh
- Kohn-Sham gap: 7.235 eV
- Net charge: 0

Last column: Mulliken charge in e.
CARTESIAN COORDINATES (ANGSTROEM)
Ag 10.51 10.63 10.69  -0.012
C 9.91 9.28 13.77  -1.276
Si 11.00 8.28 12.59  0.157
C 12.65 8.95 13.19  -1.285
C 10.84 6.51 13.19  -0.946
C 10.77 8.49 10.73  0.628
Si 9.21 7.78 10.02  0.301
C 8.56 8.48 8.42  -1.079
C 9.36 5.92 9.88  -0.987
C 7.89 8.01 11.31  -1.094
Si 12.30 8.20 9.73  -0.485
C 11.87 8.34 7.89  -1.087
C 13.10 6.59 10.24  -1.241
C 13.66 9.54 9.86  0.337
C 15.01 9.21 9.90  -0.531
C 16.00 10.17 9.71  -0.543
C 15.58 11.48 9.51  -0.750
C 14.22 11.73 9.56  -0.137
N 13.27 10.84 9.72  0.245
H 10.27 8.96 14.77  0.294
H 8.86 9.02 13.75  0.389
H 9.94 10.32 13.72  0.455
H 12.67 8.74 14.24  0.432
H 12.76 9.98 13.05  0.374
H 13.53 8.47 12.72  0.263
H 10.82 6.50 14.30  0.390
H 11.75 5.99 12.84  0.267
H 9.87 6.09 12.86  0.267
H 8.92 8.00 7.52  0.382
H 8.64 9.55 8.40  0.240
H 7.49 8.26 8.37  0.394
H 10.20 5.60 9.26  0.315
H 8.51 5.39 9.43  0.432
H 9.54 5.43 10.86  0.224
H 7.72 9.08 11.51  0.159
H 8.29 7.57 12.16  0.246
H 6.98 7.50 10.98  0.445
H 11.07 7.72 7.51  0.308
H 12.77 8.21 7.23  0.350
H 11.58 9.42 7.84  0.182
H 12.42 5.80 10.15  0.394
H 13.51 6.59 11.26  0.358
H 13.95 6.25 9.63  0.423
H 15.30 8.19 10.02  0.342
H 17.02 9.90 9.70  0.515
H 16.29 12.29 9.28  0.332
H 13.94 12.77 9.50  0.348
C 8.77 14.83 10.48  -0.716
C 9.13 13.53 10.93  -0.265
N 10.07 12.81 10.34  -0.066
C 10.68 13.35 9.29  0.044
C 10.48 14.65 8.83  0.056
C 9.47 15.38 9.43  -0.166
C 11.22 15.16 7.66  -1.039
C 10.66 15.27 6.46  -0.623
C 9.27 14.92 6.10  0.796
C 8.53 15.77 5.24  -0.662
C 7.22 15.46 5.06  -0.148
N 6.67 14.45 5.64  -0.561
C 7.40 13.62 6.31  -0.132
N 8.69 13.81 6.61  -0.327
H 7.95 15.37 10.98  0.364
H 8.54 13.13 11.75  0.371
H 11.47 12.73 8.85  0.566
H 9.21 16.33 9.08  0.583
H 12.21 15.50 7.79  0.572
H 11.20 15.71 5.63  0.395
H 9.05 16.57 4.76  0.424
H 6.57 16.14 4.47  0.356
H 6.99 12.70 6.69  0.447


(2)
The following is a DFT calculation (ωB97M-V/def2-TZVPD) of a structure of composition C25H37AsNO5S3Si2Ti in a non-equilibrium geometry.

Computed properties:
- E_HOMO: -10.76 eV
- E: -6264.51432 Eh
- Kohn-Sham gap: 7.500 eV
- Relative energy (zero: lowest compared OMol25 entry of this formula, charge and spin): 0.0 kJ/mol
- Net charge: +1

Last column: Mulliken charge in e.
CARTESIAN COORDINATES (ANGSTROEM)
Ti -0.38 0.21 0.11  0.279
O 3.02 -0.13 1.74  -0.620
S 1.90 -0.49 0.96  1.104
O 1.84 -1.79 0.33  -0.544
O 0.54 -0.30 1.73  -0.319
O 1.56 0.55 -0.15  -0.514
N -2.02 -1.00 0.37  -0.242
S -1.47 -2.54 0.38  0.708
C -2.63 -3.49 1.34  0.320
C -2.56 -4.88 1.27  -0.635
C -3.41 -5.63 2.06  -0.655
C -4.30 -5.01 2.91  -0.523
C -4.36 -3.62 2.98  -0.597
C -3.51 -2.85 2.20  -0.213
C -1.63 -3.25 -1.23  0.382
C -2.86 -3.40 -1.86  -0.406
C -2.88 -3.93 -3.14  -0.812
C -1.70 -4.31 -3.76  -0.437
C -0.48 -4.16 -3.11  -0.637
C -0.44 -3.62 -1.83  -0.243
H -2.96 -0.91 0.01  0.241
H -1.86 -5.36 0.60  0.435
H -3.36 -6.71 2.01  0.409
H -4.96 -5.60 3.53  0.401
H -5.05 -3.14 3.65  0.440
H -3.53 -1.77 2.26  0.353
H -3.78 -3.12 -1.36  0.429
H -3.83 -4.06 -3.65  0.458
H -1.73 -4.74 -4.75  0.431
H 0.44 -4.47 -3.59  0.501
H 0.50 -3.47 -1.31  0.507
C 0.34 -0.59 -4.29  -1.229
S 0.42 0.61 -2.97  0.490
O -0.47 -0.07 -1.91  0.226
C -0.58 1.91 -3.62  0.525
C -1.96 1.78 -3.72  -0.223
C -2.69 2.84 -4.22  -0.814
C -2.05 4.01 -4.61  -0.434
C -0.67 4.13 -4.50  -0.688
C 0.08 3.08 -3.99  -0.392
H -0.70 -0.86 -4.45  0.346
H 0.93 -1.44 -3.99  0.421
H 0.76 -0.13 -5.19  0.446
H -2.44 0.87 -3.39  0.363
H -3.77 2.76 -4.30  0.430
H -2.63 4.84 -5.00  0.423
H -0.18 5.05 -4.80  0.433
H 1.15 3.17 -3.87  0.453
C -1.64 2.85 3.64  -1.104
Si -2.60 2.76 2.03  0.280
C -3.80 1.32 2.14  -0.687
C -3.55 4.34 1.71  -1.014
As -1.18 2.52 0.13  -0.016
Si 0.76 3.80 0.69  0.369
C 1.75 3.90 -0.90  -0.935
C 0.08 5.50 1.11  -1.148
C 1.78 3.13 2.10  -0.889
H -2.36 3.02 4.44  0.421
H -0.92 3.66 3.68  0.292
H -1.11 1.92 3.85  0.336
H -4.54 1.55 2.91  0.526
H -3.29 0.40 2.42  -0.293
H -4.34 1.16 1.20  0.329
H -4.14 4.60 2.59  0.350
H -4.25 4.21 0.88  0.315
H -2.90 5.18 1.48  0.287
H 1.25 4.54 -1.62  0.237
H 1.93 2.92 -1.34  0.130
H 2.73 4.34 -0.68  0.531
H -0.63 5.85 0.36  0.319
H 0.91 6.21 1.13  0.417
H -0.40 5.54 2.09  0.292
H 2.34 2.23 1.83  0.219
H 1.20 2.90 2.99  0.209
H 2.51 3.90 2.36  0.451


(3)
The following is a DFT calculation (ωB97M-V/def2-TZVPD) of a structure of composition C25H37Br3CaF4ILiMgN5O12S3 in a non-equilibrium geometry.

Computed properties:
- E_HOMO: -7.85 eV
- E: -12648.96093 Eh
- Kohn-Sham gap: 0.891 eV
- Net charge: +1

Last column: Mulliken charge in e.
CARTESIAN COORDINATES (ANGSTROEM)
C 3.69 4.39 2.20  -0.799
C 2.62 4.57 3.43  0.437
O 2.20 5.82 3.73  -0.536
N 2.15 3.38 4.23  -0.286
C 0.88 2.76 3.62  0.105
C -0.32 2.93 4.72  -0.683
C -1.35 1.66 4.83  -0.418
C -1.98 1.16 3.40  -0.214
C -1.05 0.09 2.58  0.769
C 0.01 -0.89 3.37  -0.535
C 0.93 -1.89 2.45  0.337
C 2.03 -2.85 3.25  -0.584
C 0.84 -1.98 0.78  -0.090
N 1.79 -2.92 0.11  -0.411
C 1.61 -2.87 -1.38  0.391
C 2.64 -3.83 -2.28  -0.742
O 3.45 -3.02 -3.20  -0.016
N 4.77 -3.25 -3.05  0.024
O 5.34 -2.33 -3.64  -0.289
C 0.50 -1.96 -2.15  0.338
C 0.40 -2.00 -3.82  -0.621
C 0.96 -0.54 -4.33  0.312
O 1.38 0.42 -3.46  -0.457
I 1.06 0.06 -6.48  0.160
N -0.45 -1.02 -1.47  -0.286
C -0.24 -1.03 0.02  0.231
C -1.18 0.00 0.93  -0.189
C -2.28 0.95 0.10  -0.880
C -1.59 2.34 -0.48  0.260
O -1.61 3.52 0.19  -0.388
H 3.22 3.71 1.36  0.228
H 4.67 3.84 2.57  0.272
H 4.05 5.44 1.79  0.279
H 2.90 2.65 4.34  0.268
H 0.69 3.33 2.60  0.078
H 1.16 1.65 3.35  0.086
H -0.88 3.94 4.46  0.257
H 0.22 3.01 5.79  0.280
H -2.27 2.04 5.49  0.254
H -0.90 0.75 5.44  0.223
H -2.99 0.58 3.67  0.199
H -2.31 2.06 2.71  0.057
H 0.17 -0.92 4.53  0.071
H 2.86 -2.10 3.66  0.240
H 1.53 -3.32 4.22  -0.006
H 2.51 -3.68 2.55  0.265
H 3.41 -4.34 -1.52  0.344
H 1.97 -4.63 -2.83  0.309
H 0.94 -2.93 -4.29  0.397
H -0.76 -2.15 -4.06  0.411
H -2.67 0.37 -0.87  0.377
H -3.22 1.21 0.75  0.375
H -1.09 2.31 -1.54  0.273
O 2.49 0.42 -9.46  -0.602
H 3.38 0.71 -9.42  0.141
Li 2.46 2.37 -7.31  0.860
F -1.10 1.39 -6.12  -0.549
Mg -0.82 5.46 -0.65  0.276
C 4.81 0.88 -12.38  -0.348
Br 3.00 1.42 -12.86  0.038
Br 5.46 1.84 -10.82  -0.067
Br 4.97 -1.04 -12.16  0.004
H 5.46 1.16 -13.22  0.355
C -3.99 2.47 -8.41  -0.985
C -2.91 3.52 -8.27  -0.252
O -1.68 3.04 -8.80  -0.389
H -3.70 1.55 -7.90  0.229
H -4.94 2.83 -8.00  0.327
H -4.14 2.22 -9.47  0.323
H -2.75 3.76 -7.21  0.283
H -3.18 4.44 -8.79  0.301
H -1.84 2.83 -9.74  0.354
N 1.14 -4.26 8.19  -0.180
S 1.41 -5.57 9.01  1.065
O 2.60 -5.62 9.84  -0.605
O 1.00 -6.84 8.41  -0.518
F 0.28 -5.41 10.14  -0.235
S 2.18 -4.10 7.02  1.091
O 2.20 -2.75 6.43  -0.506
O 2.30 -5.17 6.04  -0.550
F 3.60 -4.13 7.75  -0.272
F -2.24 3.07 -11.56  -0.661
Ca 4.97 -5.60 7.83  1.593
C -7.35 -0.46 4.88  -0.964
S -5.72 -0.20 5.61  0.464
O -5.04 0.87 4.82  -0.573
C -5.03 -1.79 5.08  -0.900
H -7.96 0.43 5.06  0.323
H -7.26 -0.63 3.80  0.307
H -7.84 -1.32 5.35  0.379
H -5.08 -1.87 3.99  0.298
H -5.59 -2.61 5.54  0.406
H -3.98 -1.84 5.39  0.260